Entry from the OMol25 dataset: a single C13H19N5 molecule in a non-equilibrium geometry (ωB97M-V/def2-TZVPD).

Values from the calculation:
SMILES ... CC(C)=CCNc1ncnc2c(C(C)C)[nH]nc12
LUMO level ... 0.519 eV
Relative energy (zero: lowest compared OMol25 entry of this formula, charge and spin) ... 2.118 eV
Frontier orbital gap ... 8.44 eV

Bonds (Å) are listed after each position.
Geometry (Å):
1 N -2.342 -0.231 -0.277  C10 1.355, N11 1.334
2 N 1.202 -0.840 -0.800  C7 1.351, C8 1.272
3 N 0.291 -2.248 0.925  C7 1.357, C9 1.301
4 C 2.668 3.116 -2.065  C5 1.343, C13 1.527, C14 1.487
5 C 1.398 2.682 -2.034  C4 1.343, C15 1.552, H19 1.099
6 C -2.031 -1.767 1.312  C9 1.364, N11 1.386, C18 1.523
7 C 1.306 -1.803 0.142  N2 1.351, N3 1.357, H20 1.152
8 C 0.095 -0.231 -0.941  N2 1.272, C10 1.371, N12 1.366
9 C -0.808 -1.577 0.739  N3 1.301, C6 1.364, C10 1.419
10 C -1.031 -0.571 -0.236  N1 1.355, C8 1.371, C9 1.419
11 N -2.960 -1.024 0.600  N1 1.334, C6 1.386, H21 0.986
12 N -0.093 0.748 -1.876  C8 1.366, C15 1.492, H22 0.998
13 C 2.902 4.278 -1.103  C4 1.527, H23 1.129, H24 1.090, H25 1.074
14 C 3.775 2.400 -2.753  C4 1.487, H26 1.068, H27 1.145, H28 1.122
15 C 0.912 1.401 -2.764  C5 1.552, N12 1.492, H29 1.131, H30 1.129
16 C -1.997 -1.959 3.801  C18 1.517, H31 1.109, H32 1.122, H33 1.182
17 C -3.546 -3.379 2.599  C18 1.553, H34 1.117, H35 1.095, H36 1.076
18 C -2.145 -2.718 2.495  C6 1.523, C16 1.517, C17 1.553, H37 1.099
19 H 0.658 3.136 -1.360  C5 1.099
20 H 2.170 -2.563 0.214  C7 1.152
21 H -3.883 -1.351 0.489  N11 0.986
22 H -1.024 1.096 -1.787  N12 0.998
23 H 2.443 5.184 -1.598  C13 1.129
24 H 2.426 4.014 -0.159  C13 1.090
25 H 3.921 4.418 -0.794  C13 1.074
26 H 4.198 1.721 -2.045  C14 1.068
27 H 4.563 3.162 -3.083  C14 1.145
28 H 3.539 1.868 -3.712  C14 1.122
29 H 1.845 0.762 -2.773  C15 1.131
30 H 0.502 1.573 -3.802  C15 1.129
31 H -0.931 -1.654 3.759  C16 1.109
32 H -2.237 -2.580 4.705  C16 1.122
33 H -2.563 -0.922 3.841  C16 1.182
34 H -3.736 -3.835 3.601  C17 1.117
35 H -3.788 -4.173 1.885  C17 1.095
36 H -4.292 -2.610 2.500  C17 1.076
37 H -1.410 -3.523 2.354  C18 1.099

Charges computed using Mulliken, reported in e:
1. N -1.005
2. N -0.562
3. N -0.616
4. C 0.931
5. C -0.428
6. C -0.783
7. C -0.333
8. C 0.116
9. C 1.426
10. C 0.657
11. N 0.259
12. N -0.173
13. C -1.374
14. C -1.357
15. C -0.741
16. C -1.199
17. C -1.564
18. C 0.560
19. H 0.323
20. H 0.313
21. H 0.242
22. H 0.261
23. H 0.281
24. H 0.351
25. H 0.394
26. H 0.317
27. H 0.373
28. H 0.356
29. H 0.348
30. H 0.237
31. H 0.345
32. H 0.379
33. H 0.250
34. H 0.357
35. H 0.334
36. H 0.370
37. H 0.354